ORCA calculation (the ωB97M-V functional and the def2-TZVPD basis) on the ion C5H10N with charge +1 at a distorted geometry.

Each line ends with the natural charge from an NBO analysis.
CARTESIAN COORDINATES (ANGSTROEM)
C: 1.20 -1.46 -0.06  -0.144
C: 1.44 -0.15 0.08  0.092
C: 0.22 -0.58 -0.59  -0.070
C: 2.23 1.03 0.25  -0.693
C: -2.31 0.39 -0.12  -0.428
N: -1.29 -0.62 0.38  -0.598
H: 1.45 -2.46 0.36  0.272
H: -0.11 -0.65 -1.70  0.242
H: 3.15 0.78 -0.21  0.271
H: 2.35 1.49 1.24  0.276
H: 1.80 1.94 -0.32  0.250
H: -2.97 -0.07 -0.77  0.225
H: -2.89 0.93 0.59  0.240
H: -1.71 1.15 -0.80  0.219
H: -1.65 -1.52 0.38  0.419
H: -0.90 -0.21 1.28  0.428

## Properties
* frontier orbital gap: 11.340 eV
* 2S+1: 1
* SMILES: C[NH2+][C@@H]1C=C1C
* HOMO energy: -14.586 eV
* F_max: 0.10689 Eh/bohr
* electronic energy: -250.89161 hartree
* charge: +1